{
  "formula": "C4H4IN",
  "method": "wB97M-V/def2-TZVPD",
  "species": ["I", "N", "C", "C", "C", "C", "H", "H", "H", "H"],
  "coordinates": [[-0.863, 1.217, 2.587], [0.517, 0.488, 1.208], [1.155, 1.424, 0.453], [0.821, 0.974, -0.735], [0.154, -0.301, -1.152], [-0.374, -0.662, 0.143], [-0.628, 0.012, -1.743], [0.829, -1.003, -1.701], [-1.439, -0.497, 0.360], [-0.171, -1.652, 0.578]],
  "homo_lumo_gap_ev": [6.86, 6.89],
  "de_lowest_kcal_mol": 162.5,
  "smiles": "IN1C#CCC1"
}